Density functional theory data (ωB97M-V with the def2-TZVPD basis set) for a structure of composition C19H26F5N6O13P2TaTe at a distorted geometry.

Structure (ORCA input):
```
! RIJCOSX wB97M-V def2-TZVPD def2/J DEFGRID3
* xyz 0 1
C 1.19635 0.55746 4.32525
O 3.59815 2.91957 1.26176
N -2.03731 -2.34960 -2.00042
C -1.83415 3.07105 -0.44435
N -1.84839 -0.71280 2.21157
H 4.71618 2.26904 -1.17851
O -3.41104 -3.93461 -3.83334
O 1.60260 -1.23823 2.85814
H 4.33137 -0.37083 1.34420
C -0.31416 4.85168 -0.98583
N -0.94793 -0.79524 -0.43242
C -3.18330 -3.15784 -1.55676
C -2.35468 0.20542 3.25067
C 0.26630 2.78065 0.51474
O 3.22958 -0.73898 4.31086
H -3.11841 -0.26800 3.86369
N 4.12305 1.50213 -1.50608
O 1.52704 0.18890 -1.87434
H -1.84174 -1.67845 2.53879
H -2.76855 -2.12475 -4.59461
O 0.54329 3.37700 1.75052
C 2.13646 -0.54000 3.85759
C -2.61492 4.88306 -1.75211
O 3.47507 -1.46333 -1.81998
C -2.36205 -3.09298 -4.27358
H 0.93436 0.45064 5.37701
Te 1.04089 -3.68279 0.44870
O -2.76567 1.07396 0.47752
C 4.72793 0.17404 0.48569
N 0.00426 0.45675 3.49707
C -1.34968 5.46283 -1.68631
O 1.90935 0.95045 1.68094
Ta 0.30276 -0.35742 1.61107
H -1.17257 6.40550 -2.18755
H 3.35615 1.87582 -2.07189
H -4.53738 -2.39307 -3.04343
O 1.50737 2.53691 -0.17699
H -1.89861 -3.58372 -5.12748
H 5.37022 0.97092 0.86234
C -1.78052 1.77782 0.28929
C 3.56507 0.75571 -0.32308
H -2.45262 -0.64406 1.39051
H 1.02992 4.19963 1.60461
O 1.90213 -1.21794 0.25421
H -3.85031 3.20302 -1.16486
O 0.01314 -2.44195 1.28631
H -3.40067 5.38553 -2.30058
H -4.91252 -4.04037 -2.48388
C -4.10614 -3.35740 -2.74474
C -1.19357 0.64297 4.11579
H -2.78480 1.07248 2.75191
N -0.50324 1.57184 0.75522
F -0.49661 -4.59819 -0.17748
P 2.58724 -0.64213 -0.97822
F 2.09132 -4.82325 -0.56770
C -2.87569 3.67129 -1.12382
F 2.64579 -3.37132 1.32975
H -0.57169 -2.17480 -3.49487
C -0.59086 3.64873 -0.37010
H 4.66016 0.84212 -2.07853
H -2.81599 -4.11828 -1.18626
C -1.45830 -1.54135 -1.15152
H 0.66818 5.30571 -0.93442
C -1.33421 -2.88321 -3.17635
H -0.85095 -3.82415 -2.91037
F 0.82786 -4.94299 1.80337
H 1.02415 -0.39603 -2.45379
O -1.36082 1.09036 5.23136
H 5.29527 -0.53038 -0.12493
H -3.69917 -2.63068 -0.75479
P 2.65207 1.91069 0.76900
F 0.83175 -2.89426 -1.25634
H 1.70642 1.51369 4.19315
*
```

Summary:
LUMO level = -0.83 eV
DFT total energy = -3553.82266 a.u.


Density functional theory data (ωB97M-V with the def2-TZVPD basis set) for a structure of composition C41H65CsN5O4PSe at a distorted geometry.

Structure (ORCA input):
```
! RIJCOSX wB97M-V def2-TZVPD def2/J DEFGRID3
* xyz -2 1
H 2.71401 6.09401 -4.05327
H -4.87019 -3.55316 0.27151
C -1.18718 -3.07926 2.53931
H 1.45010 7.02105 -4.87957
H -2.95587 0.19621 4.93074
H 5.14970 3.95929 -2.52195
H -1.85151 -3.00068 0.10045
H 3.87897 2.30028 0.56736
H 1.12748 5.07385 -6.46305
C -3.72305 -3.05820 4.48905
H -0.11811 -0.73456 -5.48266
C 0.05559 3.51438 -2.35606
H 1.36819 6.75433 -3.12427
H 0.69573 3.47187 -5.82769
N -0.82232 -3.18618 3.96099
H 0.36499 -4.91356 3.93421
H 4.88595 2.58302 -3.60861
H -0.97593 3.80238 -2.51924
C 0.83592 5.00893 -4.30014
C -2.33158 -3.64445 -0.63131
H 0.15092 -0.42481 6.70396
C -1.79735 0.53399 -1.57726
O -0.73314 -0.55003 4.53187
H -3.80016 -1.35848 -5.91133
C -4.11265 -3.79253 -2.34616
H -0.62375 0.33442 -6.81088
H -1.61103 -4.20042 6.35036
C -3.49745 -2.88718 -1.27796
C -2.73755 -1.20978 -6.11984
H -4.90378 -3.27884 -2.89881
C 4.39140 0.07527 5.29906
O 1.88744 1.44129 0.01252
C -1.73043 0.68928 -2.93826
H -1.52933 -4.04609 2.16614
O -2.42816 -0.69417 0.34010
Cs -0.12802 1.14214 2.69905
C 0.46743 -3.84424 4.14239
H 3.17828 3.96629 -3.48352
H -4.46323 -0.61057 5.38920
C -0.70272 0.15397 -5.73236
C 1.07373 4.03192 -3.14987
C 4.92373 -1.77295 3.88414
C -2.25904 -0.27004 -3.80942
H -3.36743 -4.14477 -3.06402
C 1.64500 2.20095 -0.97937
C 4.21879 0.73864 -1.69714
C 5.12493 2.86762 -2.58008
H 5.58329 2.32017 0.04162
C -1.27155 -3.46029 7.07504
H 3.84724 -3.13411 1.81311
C 0.02455 3.21514 5.04767
H -4.46257 -3.24823 5.27538
C 3.34162 0.36354 4.43834
H -3.10662 -3.94553 4.36907
H 3.94026 0.41884 -2.70530
H 4.29652 -1.63539 0.99626
C -2.95535 1.22463 -5.69777
H 1.21372 -3.42773 3.45557
Se -1.09661 1.80496 -0.32677
H -4.26181 -2.88955 3.55007
H 0.71860 -1.69215 7.81021
H -1.01369 5.84288 -3.50669
H -2.21286 -2.14027 -5.88977
O 2.28127 -1.97112 1.28705
H 5.52754 -2.63590 3.62831
H -1.23777 1.57109 -3.33431
C -2.16910 -0.03912 -5.31744
C -4.58335 -2.61674 -0.22344
C -0.15326 -1.29331 7.28199
N 3.08498 -0.36205 3.35088
C -2.94310 -1.57982 -1.84468
C 3.60808 -2.07185 1.73273
H -1.25782 4.51710 -4.64984
C 1.27527 4.37685 -5.62952
H -1.97570 -2.34611 2.36561
H 5.24171 0.39788 -1.49396
H -2.89983 1.41219 -6.77673
C 0.31236 2.60541 -1.34054
H -0.51243 -3.93200 7.70745
C 4.57463 2.69551 -0.17113
H 4.58913 3.78647 -0.09217
H 6.00511 -1.29329 5.67313
C 1.64152 6.29794 -4.07822
C 3.86858 -1.38869 3.05994
H -4.21222 -1.90655 0.51476
H 2.05220 -1.02955 1.22651
H -0.25012 0.99984 -5.21149
P -1.24929 -1.89164 4.88851
H -2.12324 -3.18887 7.71378
C 5.18582 -1.02432 5.01615
H -2.67875 -4.56271 -0.13882
C 2.37242 3.59235 -2.86053
H -0.32266 -2.76416 1.94833
H -0.88497 -0.96576 8.03068
H -5.47406 -2.19332 -0.69867
H -4.00539 1.11737 -5.41499
C -2.40848 -0.59895 -0.94280
H -1.59128 -3.91250 -1.38989
H -2.62669 -1.01102 -7.19052
H -2.55806 2.09883 -5.17828
N -2.90729 -1.90609 4.81841
C 2.69240 2.71935 -1.83486
C -2.85653 -1.38055 -3.22692
H 2.67052 1.19407 4.63919
H -3.99366 -0.49743 3.67799
H 3.53387 0.27720 -0.98671
C 4.13400 2.26942 -1.58105
H 4.56688 0.69399 6.16850
H -0.76516 6.11093 -5.23978
N -0.71224 -2.30945 6.40350
H -3.27145 -2.13949 -3.87668
H 0.81712 -3.72002 5.16447
C -0.63912 5.38923 -4.42668
N 0.02484 3.80407 6.05584
H 6.12888 2.49591 -2.35204
C -3.61617 -0.63392 4.69674
H -4.55217 -4.67010 -1.86094
H 2.33024 4.09596 -5.60120
*
```

Summary:
LUMO level = 3.35 eV
DFT total energy = -4939.09352 a.u.


Density functional theory data (ωB97M-V with the def2-TZVPD basis set) for a cluster of 9 separate species, C42H44O24 in total at a distorted geometry.

Structure (ORCA input):
```
! RIJCOSX wB97M-V def2-TZVPD def2/J DEFGRID3
* xyz 0 1
H -4.73045 -0.69439 3.49922
C -1.27780 -0.40140 1.40636
H -1.01353 -4.44337 -2.42199
C -6.42362 -3.66191 -4.37299
H 3.45184 2.36920 2.80903
O -7.59598 -4.37694 -4.52989
C 0.40314 3.68362 6.67699
O 0.65932 3.82571 -1.61683
O 2.68994 0.05005 -3.20084
O -0.75889 -4.15827 -6.02936
C -1.60053 -4.90580 0.91519
C -0.44422 3.18775 -1.29472
C 2.85032 3.46660 6.79305
C 0.44592 4.30438 8.15583
H -2.77460 -1.56897 -2.52600
C 6.62870 3.36017 3.37178
H -0.22577 3.33698 0.81117
C -3.89560 -3.96769 -4.60079
H 7.11039 1.56930 -0.16248
C -0.12915 -3.17950 -5.51327
C -1.26251 2.45573 -2.35643
C -6.18572 -2.46822 -3.46908
C 5.44904 2.61998 2.72829
C 7.85582 3.44048 2.73191
C 5.68972 1.89159 1.51231
H -1.08017 1.66756 -4.00926
O -0.09635 0.51112 3.44263
H -6.51429 -3.48881 1.03270
C -2.63181 2.01150 -1.99172
O -3.74430 -2.87813 2.44407
C 3.63720 0.87867 -3.30834
H -4.97639 -3.66421 0.29367
O 0.34473 -0.81874 -2.09222
C 0.98231 -3.37198 -4.39338
O -0.69065 4.63578 8.85411
C 2.96366 3.97523 8.22145
H 9.99445 3.69232 1.26998
C 7.00232 1.93084 0.84075
C -5.54508 -2.86637 0.77839
O -2.94494 -4.90487 -1.02821
H 0.25484 -5.01071 -1.08180
H 5.85543 0.95923 -3.44650
C 4.89560 0.71263 -4.06714
H -5.74933 -2.14425 0.03148
C 1.08985 0.75444 1.39109
H 0.40535 -3.03626 -3.49193
C -4.87984 -1.98081 -3.22495
C -0.65297 -4.43177 -1.45792
H 3.60529 1.97080 -1.49093
H 1.79047 -2.79632 -4.65093
H 0.50309 1.21238 3.74309
C 8.14099 2.78900 1.44501
C -1.11211 -0.81392 -0.08058
H 3.98345 2.91763 -3.10478
O 4.79112 1.12816 1.06759
C -3.23324 1.95456 -0.66951
H 6.58975 3.62417 4.43989
O -4.30150 1.43553 -0.41848
C -3.77919 -2.73693 -3.73120
H -1.43397 -1.69367 -6.37769
C -5.07447 -0.98567 2.46294
C 0.15042 -0.38470 -0.79106
H 3.70570 2.70823 5.25656
C 3.44339 2.19119 -2.50483
H 2.46705 2.52343 -2.74564
H -4.76487 -0.11346 1.72325
H -0.51325 -3.41873 -1.31571
C 1.56428 3.24008 6.03245
O 3.92227 3.01525 6.12662
C -0.92815 3.14128 -0.01845
H -0.31410 -1.07547 -5.14424
C 1.78638 4.41983 8.90266
H -0.59811 3.67219 6.28567
H 4.02779 3.94396 8.69268
H 4.98706 -0.30432 -4.25873
C -0.06791 0.29139 2.06916
H -2.05517 -5.67835 1.33180
H -1.15492 -4.08243 1.34590
H -0.57176 -5.25939 0.84981
C -0.39113 -1.74433 -5.90643
H -1.51679 4.48194 8.26596
C -5.20337 -4.35945 -5.01006
O -0.60256 2.33805 -3.58560
O 9.31769 2.89193 0.78189
H 1.49579 -4.39235 -4.25896
H -3.55374 2.18337 1.76014
O -2.51666 -2.14821 -3.24082
O -2.69285 2.42885 1.62029
H -3.06529 -4.46326 -5.14609
H -6.94434 -2.27651 -2.81692
H -6.09923 -0.90294 2.71676
H 2.35182 0.41658 -0.48965
O -2.01303 -1.35687 -0.64613
H -8.44605 -3.89620 -4.32994
O 1.92693 1.41458 1.90156
H 0.32581 -1.56513 -6.67738
C -2.35059 2.49881 0.31146
O 4.14755 2.58534 3.32134
H -3.09693 1.46632 -2.83699
O 1.55553 2.84694 4.88007
O 1.75868 4.74130 10.06870
H 0.98236 -0.33605 -2.49799
O -4.77632 -1.01078 -2.47028
O -5.32684 -5.14258 -6.00309
H 4.89103 1.15899 -5.07648
O 8.72921 3.99379 3.28764
C -4.61838 -2.31854 1.98337
C 1.29633 0.28842 -0.02579
H -2.10683 -0.74596 1.90546
C -1.84899 -4.77925 -0.58178
*
```

Summary:
LUMO level = -2.59 eV
SMILES = O=C1C=C(O)C(=O)C=C1O.O=C1C=C(O)C(=O)C=C1O.O=C1C=C(O)C(=O)C=C1O.O=C1C=C(O)C(=O)C=C1O.O=C1C=C(O)C(=O)C=C1O.CC(C)=O.CC(C)=O.CC(C)=O.CC(C)=O
DFT total energy = -3431.90006 a.u.